[1]
{
  "formula": "C4H7N4O3S",
  "method": "the ωB97M-V functional and the def2-TZVPD basis",
  "symbols": ["H", "C", "N", "C", "O", "N", "H", "C", "N", "O", "N", "H", "H", "H", "H", "O", "C", "S", "H"],
  "xyz": [[1.11, -0.93, 0.45], [0.19, 2.38, 0.24], [3.36, 0.58, 0.47], [2.09, 0.89, 0.24], [-2.18, 0.85, 1.18], [-0.13, 0.51, -0.22], [-1.71, -1.92, -0.99], [-2.31, -1.11, -0.62], [1.09, 0.04, 0.13], [2.39, 3.25, -0.06], [-0.68, 3.09, 0.63], [4.04, 1.33, 0.47], [3.68, -0.37, 0.60], [-2.56, -0.39, -1.39], [-3.22, -1.49, -0.16], [-0.74, -1.14, 1.53], [1.67, 2.32, 0.10], [-1.41, -0.24, 0.65], [-1.67, 2.91, 0.77]],
  "mulliken_charge": [0.29, 0.52, -0.38, 0.22, -0.64, -0.50, 0.33, -0.90, 0.07, -0.41, -0.31, 0.25, 0.23, 0.34, 0.39, -0.64, 0.58, 1.21, 0.36],
  "homo_energy_ha": [-0.496, -0.496],
  "orbital_gap_ev": [7.521, 7.522],
  "total_charge": 1
}

[2]
{
  "formula": "CH4F2O",
  "method": "the ωB97M-V functional and the def2-TZVPD basis",
  "symbols": ["H", "O", "F", "H", "F", "H", "C", "H"],
  "xyz": [[-0.43, -1.80, -1.49], [0.80, 1.08, 2.83], [-0.55, -0.26, -2.75], [0.70, 1.87, 2.25], [-1.14, -0.13, -0.61], [0.80, -0.53, -1.27], [-0.26, -0.71, -1.51], [0.07, 0.48, 2.55]],
  "mulliken_charge": [0.13, -0.65, -0.21, 0.32, -0.23, 0.15, 0.16, 0.32],
  "homo_energy_ha": -0.425,
  "orbital_gap_ev": 12.309,
  "smiles": "FCF.O"
}

Result set for F_max: 2.92; 1.36 eV/A, one per record in the order listed.
Result set for energy relative to the best compared isomer or geometry (same formula, charge and spin): 0.0; 0.0 kJ/mol, one per record in the order listed.